{
  "formula": "C4H8O",
  "method": "ωB97M-V with the def2-TZVPD basis set",
  "smiles": "C=C[C@H](C)O",
  "e_above_lowest_kj_mol": 162.6,
  "orbital_gap_ha": 0.3910,
  "homo_energy_ev": -9.8,
  "elements": ["H", "H", "C", "C", "H", "O", "H", "H", "H", "C", "C", "H", "H"],
  "positions_angstrom": [[1.837, 0.994, 0.021], [-0.036, -2.313, -0.576], [0.802, 1.419, 0.346], [-0.109, 0.221, 0.627], [0.910, 2.046, 1.300], [0.618, -0.759, 1.305], [0.425, 2.064, -0.576], [-1.133, 0.594, -1.296], [-0.202, -1.195, 1.722], [-0.706, -0.310, -0.689], [-0.578, -1.557, -1.176], [-0.869, -1.857, -2.254], [-0.961, 0.653, 1.246]],
  "lowdin_charge": [0.108, 0.057, -0.081, -0.540, 0.091, -0.062, 0.105, 0.124, 0.141, -0.161, -0.011, 0.081, 0.147]
}

---

{
  "formula": "C29H61ClN3O12PSi2",
  "method": "ωB97M-V with the def2-TZVPD basis set",
  "orbital_gap_ha": 0.3259,
  "homo_energy_ev": -8.8,
  "elements": ["H", "H", "O", "H", "H", "C", "H", "O", "Si", "H", "C", "C", "C", "H", "C", "H", "H", "H", "O", "H", "H", "H", "H", "C", "H", "H", "O", "H", "H", "H", "H", "C", "O", "H", "C", "O", "C", "C", "C", "C", "N", "C", "C", "H", "H", "Cl", "C", "H", "H", "C", "O", "H", "H", "C", "H", "N", "P", "H", "C", "H", "H", "H", "C", "H", "C", "C", "H", "H", "C", "H", "C", "C", "H", "Si", "H", "O", "H", "H", "O", "H", "O", "C", "O", "C", "H", "N", "H", "H", "O", "H", "H", "H", "H", "H", "H", "H", "H", "H", "C", "H", "C", "H", "H", "H", "H", "H", "H", "C", "H"],
  "positions_angstrom": [[3.811, -0.150, 6.948], [5.555, 1.233, -8.396], [-5.304, -0.729, -2.823], [4.503, -1.405, -0.277], [-2.266, 4.008, 4.887], [-1.210, 1.392, 5.293], [-5.224, -5.399, -0.097], [0.782, 4.692, 5.936], [0.638, -0.161, 2.058], [-5.346, 1.353, -2.946], [-6.818, 0.640, -5.359], [-4.716, 0.539, -2.583], [2.858, 2.556, 8.854], [-8.639, -0.814, -3.196], [-7.618, -0.673, -3.563], [6.324, -0.765, -1.756], [-0.659, -2.314, 6.019], [2.927, 2.886, 9.902], [-6.700, -3.946, 0.154], [1.338, -0.774, 4.211], [-6.802, -1.766, -1.919], [-2.592, -3.457, 5.434], [7.978, 2.593, -7.081], [4.503, 0.754, -3.877], [8.282, 4.850, -7.982], [1.156, -0.617, 0.750], [-1.989, 4.509, 4.100], [-2.870, -3.630, -0.682], [2.190, -3.062, 3.060], [0.653, -2.735, 2.188], [-4.898, -2.535, 2.610], [-0.739, -2.316, 4.906], [5.191, -0.394, -3.401], [-7.155, -3.199, 1.989], [7.407, 2.260, -7.953], [5.329, 2.425, -6.705], [2.771, 1.635, 6.153], [3.401, 1.289, 8.508], [-2.133, -2.956, 4.557], [1.547, 3.609, 3.968], [1.519, -1.087, 3.258], [2.186, 2.893, 6.509], [-6.660, -0.789, -2.392], [-6.866, -0.018, -1.643], [-4.508, -2.996, -0.924], [-3.173, 2.164, 2.486], [7.235, 4.605, -8.191], [6.377, 0.698, -6.923], [-2.802, -2.106, 4.286], [-6.281, -5.220, -0.305], [-2.326, 1.230, 5.616], [2.533, 3.175, 3.696], [-2.105, -3.642, 3.686], [3.376, 0.840, 7.160], [-1.560, 0.017, 1.329], [-1.098, -0.571, 2.031], [-1.580, 3.510, 2.827], [4.423, -2.370, -1.759], [2.285, -1.578, -2.544], [-5.849, 0.148, -5.244], [3.567, 0.918, -3.337], [3.811, 3.785, -6.789], [1.205, -2.542, 3.136], [6.830, 5.358, -8.867], [0.482, -3.144, 4.380], [6.122, 1.576, -7.526], [-3.763, 0.574, -3.113], [-7.386, 0.152, -6.158], [5.313, -0.410, -1.985], [1.373, 4.576, 3.452], [4.312, -1.359, -1.354], [-5.106, -2.773, 1.562], [4.273, 0.599, -4.930], [0.246, 2.313, 3.416], [2.870, -1.629, -3.465], [2.979, -0.891, -1.517], [0.112, -4.156, 4.088], [3.844, 0.656, 9.295], [-3.941, -3.407, 1.041], [-6.112, -4.629, 2.032], [-7.564, 0.620, -4.154], [-6.309, -3.693, 1.500], [7.148, 3.345, -8.835], [1.477, 3.793, 5.497], [-1.121, -1.500, 1.595], [-0.078, 1.276, 4.827], [1.361, -1.037, -2.748], [-0.761, -1.267, 4.563], [0.921, 1.514, 2.110], [2.032, -2.591, -2.213], [5.143, 1.637, -3.788], [-7.418, -1.450, -4.308], [1.209, -3.339, 5.202], [6.659, 4.626, -7.262], [5.208, 0.598, -1.572], [-4.524, 0.668, -1.512], [4.563, 3.444, -8.357], [-6.887, -6.005, 0.159], [-3.633, -2.968, -0.271], [1.835, 4.342, 8.137], [2.252, 3.361, 7.858], [2.746, 1.302, 5.104], [8.021, 1.541, -8.503], [-6.433, -5.256, -1.384], [-6.649, 1.680, -5.636], [-3.232, -1.949, -0.238], [-5.306, -1.832, 1.038], [4.242, 3.001, -7.411], [3.476, 2.243, -7.602]],
  "lowdin_charge": [0.103, 0.127, -0.201, 0.124, 0.042, -0.421, 0.084, 0.054, 0.356, 0.085, -0.113, -0.109, -0.074, 0.126, -0.200, 0.124, 0.105, 0.104, -0.199, 0.043, 0.116, 0.069, 0.126, -0.107, 0.088, 0.017, -0.392, 0.091, 0.108, 0.089, 0.118, -0.251, -0.192, 0.125, -0.202, -0.211, -0.039, -0.082, -0.109, -0.143, -0.120, -0.147, -0.199, 0.128, 0.077, 0.149, -0.112, 0.125, 0.060, -0.109, 0.152, 0.090, 0.066, -0.075, -0.001, -0.061, 0.464, 0.125, -0.114, 0.083, 0.085, 0.090, -0.277, 0.089, -0.191, -0.200, 0.089, 0.088, -0.204, 0.099, -0.203, -0.195, 0.081, 0.282, 0.084, -0.213, 0.107, 0.104, -0.200, 0.127, -0.191, -0.197, -0.191, -0.412, 0.019, 0.079, 0.088, 0.046, -0.297, 0.087, 0.090, 0.126, 0.106, 0.083, 0.126, 0.083, 0.084, 0.088, -0.104, 0.118, -0.014, 0.097, 0.125, 0.089, 0.088, 0.079, 0.125, -0.108, 0.088]
}

---

{
  "formula": "C60H132N6O12",
  "method": "ωB97M-V with the def2-TZVPD basis set",
  "e_above_lowest_kj_mol": 4809.9,
  "orbital_gap_ha": 0.2643,
  "homo_energy_ev": -6.8,
  "elements": ["H", "C", "H", "O", "C", "C", "O", "H", "C", "H", "H", "H", "O", "H", "H", "C", "H", "H", "H", "C", "H", "H", "H", "H", "C", "C", "H", "H", "H", "H", "H", "H", "H", "H", "H", "H", "O", "C", "H", "H", "C", "C", "H", "H", "C", "N", "H", "C", "H", "H", "C", "C", "H", "C", "H", "H", "H", "H", "H", "C", "C", "H", "N", "C", "C", "H", "H", "H", "O", "N", "C", "H", "H", "H", "O", "H", "H", "H", "H", "C", "H", "C", "H", "H", "C", "C", "C", "H", "H", "H", "C", "H", "H", "H", "H", "H", "O", "O", "C", "H", "C", "H", "H", "C", "H", "N", "H", "C", "H", "H", "H", "C", "H", "H", "C", "H", "H", "H", "H", "H", "H", "H", "H", "H", "C", "C", "H", "H", "H", "H", "C", "H", "H", "C", "C", "H", "H", "C", "H", "C", "H", "H", "C", "N", "C", "H", "H", "H", "H", "H", "C", "H", "H", "C", "C", "H", "H", "C", "H", "O", "H", "C", "C", "H", "H", "O", "C", "H", "C", "C", "C", "H", "H", "H", "C", "H", "H", "C", "H", "H", "H", "H", "H", "H", "H", "H", "C", "C", "H", "H", "C", "C", "N", "H", "C", "H", "H", "H", "C", "H", "H", "H", "H", "H", "H", "H", "O", "H", "H", "O"],
  "positions_angstrom": [[11.562, -4.020, 26.795], [4.824, 0.345, 27.803], [8.835, -8.779, 22.421], [7.773, -2.444, 24.218], [8.833, 1.171, 27.772], [12.193, 1.205, 25.934], [10.808, -1.246, 25.564], [1.925, -1.422, 22.499], [4.703, -1.869, 22.807], [9.794, -5.241, 27.527], [9.916, 3.442, 28.588], [10.929, 3.220, 22.636], [12.339, -5.093, 22.275], [2.116, -1.997, 24.002], [11.398, -1.738, 23.932], [6.170, -3.592, 23.600], [12.521, 1.107, 26.969], [3.224, 2.690, 23.021], [12.832, 0.255, 23.888], [11.573, -2.813, 23.903], [6.489, 4.519, 24.107], [10.999, 2.271, 27.700], [4.458, -1.299, 23.703], [11.820, -7.761, 23.377], [8.370, -7.793, 22.447], [5.184, -4.748, 23.585], [4.961, 0.942, 24.850], [6.783, -1.592, 22.996], [12.053, -5.160, 24.913], [7.947, -3.165, 24.827], [3.317, -3.006, 26.862], [6.780, 2.821, 24.469], [6.906, 3.098, 26.508], [13.691, -1.454, 23.004], [4.064, 3.979, 21.171], [1.347, -3.028, 22.764], [10.991, -7.905, 23.839], [8.778, -5.264, 22.030], [11.120, -0.568, 26.167], [11.270, -6.370, 21.064], [8.252, -4.589, 23.260], [6.529, -1.129, 29.007], [15.612, -3.966, 25.028], [9.944, -3.726, 24.001], [9.514, -0.896, 25.024], [12.944, -4.847, 23.458], [9.418, -4.553, 21.509], [5.286, -2.064, 26.942], [6.980, -1.140, 25.886], [5.238, -0.869, 23.215], [7.756, 3.361, 27.138], [3.567, -2.993, 22.606], [12.369, 2.258, 25.713], [13.091, 0.287, 24.946], [2.646, -2.694, 20.554], [8.053, 0.555, 27.325], [4.548, -1.144, 22.008], [7.483, 3.611, 23.113], [5.476, -3.096, 29.004], [3.451, 1.011, 28.195], [9.494, -6.715, 22.257], [7.152, -4.011, 23.385], [9.468, 2.234, 25.587], [4.349, -3.321, 26.704], [3.426, -3.242, 21.083], [7.399, 3.043, 28.117], [10.435, -2.318, 25.681], [6.293, 2.909, 20.049], [13.071, -1.106, 25.200], [10.305, -6.686, 23.511], [4.368, 1.024, 23.940], [14.959, -2.702, 23.003], [7.345, -0.703, 28.422], [6.125, -5.392, 21.577], [8.899, -3.728, 28.623], [9.974, -6.776, 20.092], [4.147, 3.070, 24.418], [7.811, 2.149, 24.708], [2.738, 0.366, 28.709], [11.241, 4.029, 25.529], [4.492, -3.797, 25.734], [10.861, 2.657, 23.567], [10.048, 5.104, 27.021], [5.130, 1.511, 26.090], [15.347, -5.654, 22.728], [5.362, 3.097, 22.682], [6.109, -2.375, 22.649], [7.806, -5.458, 21.576], [11.591, 4.679, 27.663], [7.998, -6.922, 25.383], [6.441, -2.087, 25.868], [12.220, -1.349, 24.827], [3.032, -0.409, 26.047], [8.779, -1.397, 22.935], [5.923, 2.275, 27.555], [7.688, -3.661, 23.162], [2.835, -5.071, 23.701], [10.869, 0.854, 25.559], [14.518, -5.687, 25.257], [7.792, -7.788, 23.371], [14.085, -5.765, 23.727], [3.669, 1.677, 29.030], [13.703, -6.134, 25.826], [9.878, -5.893, 24.722], [5.251, 0.089, 20.101], [3.856, -4.132, 23.565], [10.555, -4.697, 29.070], [10.840, 4.359, 26.942], [6.891, -2.962, 28.239], [12.129, 3.400, 25.590], [13.913, -2.349, 25.584], [10.379, -6.999, 21.079], [9.535, 0.114, 24.614], [7.449, -5.248, 23.589], [5.678, 1.358, 27.020], [6.227, -3.208, 24.619], [4.357, -5.758, 21.803], [3.194, -4.303, 20.995], [14.797, -4.137, 26.664], [5.386, -6.695, 22.616], [5.473, -4.849, 25.772], [11.511, -5.413, 22.641], [7.133, -1.156, 29.914], [12.728, -3.439, 26.017], [10.075, 3.361, 24.760], [2.185, -2.365, 22.979], [6.687, 1.024, 26.775], [6.305, -6.063, 24.819], [15.947, -6.564, 22.763], [15.090, -5.428, 21.693], [5.361, -5.528, 24.927], [11.011, -2.976, 22.983], [8.390, 3.714, 23.729], [8.973, -1.846, 23.909], [10.339, 3.136, 27.631], [6.307, -1.244, 20.802], [9.379, 5.221, 23.609], [13.475, -7.186, 23.529], [2.883, 1.444, 27.371], [7.430, 0.469, 22.795], [11.388, -2.684, 27.877], [11.432, 5.054, 25.209], [11.208, -5.526, 25.495], [5.793, 2.095, 21.679], [9.053, 2.504, 26.972], [7.027, -2.997, 26.001], [8.334, 0.645, 22.213], [4.075, -0.283, 22.277], [9.319, -7.731, 25.845], [7.066, 0.168, 20.146], [10.815, -3.384, 27.269], [9.748, -2.586, 23.711], [10.435, 1.687, 25.365], [5.385, -0.147, 29.181], [13.894, -2.516, 22.867], [13.439, -2.760, 21.906], [10.291, 1.805, 23.196], [14.733, -4.287, 25.587], [6.128, -2.071, 24.825], [3.949, -0.485, 25.775], [8.778, -0.883, 25.828], [13.014, -3.378, 23.863], [6.159, -0.176, 20.642], [7.364, -0.597, 23.012], [6.472, -2.527, 21.632], [8.534, 1.536, 24.859], [6.177, 0.658, 21.996], [5.880, 0.689, 29.676], [9.015, -6.694, 25.702], [10.044, -4.388, 28.158], [4.931, 0.103, 22.829], [10.914, -4.672, 26.105], [3.334, 0.822, 24.221], [12.661, -7.366, 24.231], [9.227, -4.465, 24.359], [9.138, -6.257, 26.693], [8.771, -4.052, 25.259], [6.549, 3.523, 23.668], [11.592, -6.305, 26.154], [7.666, -7.897, 21.621], [10.896, -3.255, 24.634], [5.563, 4.855, 21.280], [8.437, 4.816, 25.050], [9.649, 0.450, 27.724], [14.131, 0.598, 25.052], [13.179, -7.471, 22.520], [13.552, -3.340, 25.311], [5.334, -5.660, 22.277], [14.221, -7.951, 23.742], [10.718, -8.027, 21.206], [5.966, -2.393, 28.331], [4.184, 2.490, 23.496], [4.518, -0.818, 26.909], [4.513, -6.191, 25.100], [4.799, 4.360, 21.879], [7.583, 1.071, 23.691], [8.619, -3.195, 27.875], [4.531, -0.469, 29.778], [9.054, 4.402, 24.252], [11.838, 2.271, 23.861], [8.443, 1.412, 28.761], [4.463, -3.962, 27.578], [16.129, -5.012, 23.132], [15.456, -6.195, 25.483], [2.380, -4.632, 24.424], [4.211, 5.009, 22.528], [9.920, -2.702, 26.394], [4.303, -3.327, 20.442], [7.919, 4.439, 27.136], [6.731, 2.686, 20.873]],
  "lowdin_charge": [0.057, -0.404, 0.073, -0.351, -0.010, -0.149, -0.169, 0.080, -0.262, 0.068, 0.129, 0.100, -0.025, 0.068, 0.110, -0.194, 0.130, 0.113, 0.117, -0.039, 0.108, 0.103, 0.123, -0.004, -0.019, -0.396, 0.060, 0.072, 0.049, 0.048, 0.086, 0.048, 0.046, 0.060, 0.077, 0.082, -0.032, -0.024, 0.113, 0.068, -0.212, -0.171, 0.109, 0.035, -0.051, -0.180, 0.127, -0.333, 0.106, -0.024, -0.014, -0.350, 0.056, -0.134, 0.080, 0.026, 0.056, 0.048, 0.115, -0.032, -0.425, -0.101, -0.097, -0.005, -0.032, 0.078, -0.133, 0.105, -0.197, -0.098, -0.125, 0.082, 0.074, 0.066, -0.066, 0.097, 0.110, 0.029, 0.079, -0.125, 0.028, 0.031, 0.112, 0.058, -0.011, -0.402, -0.069, 0.087, 0.125, 0.057, -0.010, 0.006, 0.117, 0.139, 0.062, 0.062, -0.012, -0.195, -0.139, 0.069, -0.378, 0.081, 0.103, -0.311, 0.100, -0.140, 0.134, -0.177, 0.079, 0.073, 0.101, -0.034, 0.106, 0.112, -0.032, 0.057, 0.064, 0.061, 0.122, 0.075, 0.048, 0.047, 0.119, 0.087, -0.340, -0.035, 0.051, 0.055, 0.067, 0.079, 0.004, 0.118, 0.004, -0.153, -0.119, 0.054, 0.115, -0.039, 0.076, 0.004, 0.140, 0.134, -0.039, -0.120, -0.370, 0.113, 0.113, 0.114, 0.091, 0.080, -0.221, 0.048, -0.171, -0.119, 0.028, 0.083, 0.085, -0.182, 0.079, -0.051, 0.115, -0.332, 0.021, 0.036, 0.130, -0.066, -0.345, 0.112, -0.009, -0.192, -0.166, 0.005, 0.115, 0.064, -0.078, 0.058, 0.128, -0.016, 0.112, 0.079, 0.059, 0.071, 0.079, 0.098, 0.121, 0.097, -0.126, 0.024, 0.103, 0.089, -0.103, -0.114, -0.151, 0.097, -0.021, 0.061, 0.043, 0.119, -0.012, 0.070, 0.103, 0.076, 0.057, 0.125, 0.096, 0.079, -0.113, 0.077, 0.086, -0.033]
}